No. 1
C39H49NOP2S3Sn as an isolated structure, computed with ωB97M-V/def2-TZVPD.

Each line ends with the Mulliken charge.
Geometry (Å):
1 Sn -0.4520 -0.3028 -1.3787  0.582
2 C -2.9317 3.2050 -1.4187  -1.836
3 C -1.9709 3.2471 -0.2319  0.633
4 C -2.5450 2.5423 0.9970  -1.634
5 P -0.4044 2.3764 -0.7007  0.713
6 C 0.4711 3.5182 -1.8826  0.347
7 C 1.9066 3.0073 -2.0205  -1.504
8 C 0.4289 5.0110 -1.5772  -1.618
9 C 0.4907 2.3187 0.8646  0.318
10 C 0.7436 3.4627 1.6218  -0.058
11 C 1.3292 3.3978 2.8725  0.407
12 C 1.6609 4.6333 3.6693  -1.787
13 C 1.6315 2.1290 3.3703  -1.163
14 C 1.3848 0.9807 2.6498  -0.394
15 C 0.8087 1.0313 1.3619  -0.692
16 N 0.6422 -0.0728 0.5682  0.777
17 C 1.0338 -1.3534 1.0238  -0.940
18 C 0.3413 -2.0110 2.0376  -0.224
19 C 0.7388 -3.2648 2.4666  -0.900
20 C 1.8358 -3.8977 1.9004  0.150
21 C 2.3025 -5.2434 2.3914  -1.583
22 C 2.5053 -3.2646 0.8592  -0.270
23 C 2.1323 -2.0035 0.4051  0.686
24 P 2.9422 -1.0173 -0.9126  0.637
25 C 4.0752 -2.1886 -1.8377  0.375
26 C 5.3050 -2.8049 -1.1689  -1.346
27 C 3.1879 -3.2645 -2.4743  -1.347
28 C 4.0483 0.1075 0.1040  1.393
29 C 4.6160 -0.4871 1.3915  -1.417
30 C 5.1422 0.7235 -0.7712  -1.745
31 H -3.8535 3.7389 -1.1844  0.447
32 H -3.1885 2.1728 -1.6622  0.396
33 H -2.4874 3.6613 -2.3074  0.389
34 H -1.7389 4.2845 0.0262  0.924
35 H -2.6355 1.4715 0.8081  0.127
36 H -3.5323 2.9330 1.2443  0.562
37 H -1.8963 2.6766 1.8613  0.256
38 H -0.0486 3.3488 -2.8325  0.567
39 H 2.4592 3.1738 -1.0939  0.227
40 H 2.4268 3.5175 -2.8331  0.545
41 H 1.9132 1.9336 -2.2298  0.268
42 H 0.9717 5.2449 -0.6617  0.236
43 H -0.5934 5.3791 -1.4902  0.352
44 H 0.9103 5.5544 -2.3928  0.510
45 H 0.4519 4.4287 1.2252  0.159
46 H 1.0575 5.4851 3.3564  0.366
47 H 2.7131 4.8993 3.5414  0.315
48 H 1.4933 4.4589 4.7325  0.394
49 H 2.0692 2.0457 4.3593  0.377
50 H 1.6498 0.0220 3.0734  0.443
51 H -0.5169 -1.5210 2.4823  0.631
52 H 0.1878 -3.7554 3.2608  0.392
53 H 1.9438 -5.4354 3.4018  0.414
54 H 3.3913 -5.2958 2.3952  0.377
55 H 1.9327 -6.0422 1.7446  0.281
56 H 3.3626 -3.7659 0.4323  0.160
57 H 4.4362 -1.5445 -2.6484  0.440
58 H 5.8438 -3.4104 -1.9028  0.520
59 H 5.0458 -3.4519 -0.3333  0.110
60 H 5.9906 -2.0428 -0.8051  0.221
61 H 2.8352 -3.9763 -1.7279  0.239
62 H 3.7401 -3.8162 -3.2376  0.457
63 H 2.3105 -2.8155 -2.9457  0.315
64 H 3.3573 0.9071 0.3905  -0.468
65 H 5.2778 -1.3313 1.1944  0.197
66 H 3.8178 -0.8240 2.0510  0.209
67 H 5.1880 0.2796 1.9215  0.508
68 H 5.9724 0.0330 -0.9168  0.313
69 H 5.5381 1.6233 -0.2961  0.481
70 H 4.7557 1.0018 -1.7538  0.382
71 O -2.3400 -0.9413 -0.7726  -0.620
72 C -3.7131 -1.1129 -0.8029  3.218
73 C -4.2878 -0.6565 -2.1493  -0.380
74 C -3.6323 -0.0589 -3.1813  -0.668
75 C -4.4626 0.2200 -4.3006  -0.666
76 C -5.7410 -0.1904 -4.1083  -0.635
77 S -5.9450 -0.9255 -2.5724  0.063
78 C -4.0138 -2.6125 -0.6893  -0.693
79 C -3.3107 -3.6353 -1.2424  -0.798
80 C -3.9081 -4.9056 -1.0142  -0.664
81 C -5.0574 -4.8210 -0.2967  -0.532
82 S -5.4208 -3.1974 0.1255  0.012
83 C -4.3730 -0.3941 0.3778  -0.640
84 C -4.1099 -0.6558 1.6897  -0.200
85 C -4.8731 0.1342 2.5854  -0.766
86 C -5.7074 0.9893 1.9380  -0.608
87 S -5.5710 0.8392 0.2351  -0.063
88 H -2.5770 0.1731 -3.1550  0.257
89 H -4.1144 0.7068 -5.2003  0.413
90 H -6.5849 -0.1255 -4.7760  0.462
91 H -2.3919 -3.4870 -1.7918  0.502
92 H -3.4918 -5.8356 -1.3746  0.407
93 H -5.7096 -5.6137 0.0324  0.448
94 H -3.3904 -1.4003 2.0007  0.665
95 H -4.8110 0.0558 3.6615  0.420
96 H -6.4148 1.6885 2.3545  0.468

Atoms 1-2, force components in eV/Å:
Sn 0.0 0.0 0.4
C 0.1 0.1 0.0

Summary:
2S+1 = 1
Maximum force = 0.94 eV Å⁻¹
Calculated total energy = -3737.092568 Eh
Net charge = 0
Kohn-Sham gap = 7.52 eV

---

No. 2
A 2-piece molecular cluster, C23H27N3O2 overall at a distorted geometry, computed with ωB97M-V/def2-TZVPD.

Each line ends with the natural charge from an NBO analysis.
Geometry (Å):
1 C 3.1260 4.8970 -1.9239  -0.522
2 C 4.0695 4.1838 -2.8816  -0.523
3 C 3.8184 2.7249 -2.6063  0.643
4 O 4.4009 1.8381 -3.1898  -0.678
5 N 2.8764 2.5642 -1.6417  -0.723
6 C 2.4323 3.7711 -1.2034  0.644
7 O 1.5944 3.9588 -0.3514  -0.679
8 H 3.6517 5.5305 -1.1999  0.214
9 H 2.3845 5.5190 -2.4388  0.213
10 H 3.8554 4.4041 -3.9339  0.214
11 H 5.1240 4.4195 -2.6962  0.215
12 C 3.1090 0.5774 6.0857  -0.395
13 N 3.1669 -0.6444 5.2768  -0.511
14 C 3.4709 -1.8912 5.9850  -0.393
15 C 2.7228 -0.6495 3.9155  0.275
16 C 3.6202 -0.4410 2.8523  -0.242
17 C 3.1886 -0.4018 1.5539  -0.077
18 C 1.8271 -0.5764 1.2399  -0.210
19 C 1.3760 -0.5283 -0.1103  0.201
20 C 0.0738 -0.8018 -0.4737  -0.344
21 C -0.4423 -0.7966 -1.7512  0.088
22 C -1.8172 -1.0276 -2.0453  -0.181
23 C -2.2741 -1.0432 -3.3776  -0.107
24 C -3.5977 -1.2299 -3.6693  -0.239
25 C -4.5494 -1.4144 -2.6486  0.262
26 N -5.9376 -1.5988 -2.9513  -0.510
27 C -6.5143 -2.9373 -3.1083  -0.393
28 C -6.8688 -0.4670 -2.9949  -0.394
29 C -4.0974 -1.4093 -1.3182  -0.258
30 C -2.7757 -1.2242 -1.0289  -0.068
31 C 0.9366 -0.8030 2.3103  -0.065
32 C 1.3670 -0.8338 3.6047  -0.255
33 H 2.7871 1.4141 5.4687  0.215
34 H 2.4050 0.4643 6.9073  0.181
35 H 4.0902 0.8076 6.4942  0.192
36 H 3.3968 -2.7334 5.3002  0.208
37 H 4.4812 -1.8607 6.3859  0.192
38 H 2.7740 -2.0502 6.8047  0.181
39 H 4.6625 -0.3122 3.0831  0.235
40 H 3.8908 -0.2505 0.7519  0.243
41 H 2.0721 -0.2577 -0.8839  0.246
42 H -0.5981 -1.0700 0.3139  0.195
43 H 0.2342 -0.6141 -2.5666  0.232
44 H -1.5604 -0.9050 -4.1712  0.225
45 H -3.9368 -1.2338 -4.6909  0.233
46 H -5.7357 -3.6901 -3.0041  0.208
47 H -7.2740 -3.1181 -2.3515  0.184
48 H -6.9672 -3.0413 -4.0914  0.189
49 H -6.3318 0.4620 -2.8142  0.212
50 H -7.3460 -0.4066 -3.9702  0.190
51 H -7.6388 -0.5749 -2.2346  0.184
52 H -4.8110 -1.5474 -0.5234  0.228
53 H -2.4649 -1.2193 -0.0014  0.200
54 H -0.1095 -0.9405 2.1123  0.198
55 H 0.6623 -0.9913 4.4021  0.224

Atoms 1-2, force components in eV/Å:
C 0.4 0.8 -0.4
C 0.2 0.9 -0.2

Summary:
2S+1 = 1
Maximum force = 1.52 eV Å⁻¹
Calculated total energy = -1207.240619 Eh
Net charge = 0
Kohn-Sham gap = 3.92 eV

---

No. 3
A 4-piece molecular cluster, C3H15NO3 overall at a distorted geometry, computed with ωB97M-V/def2-TZVPD.

Each line ends with the natural charge from an NBO analysis.
Geometry (Å):
1 C -2.2578 0.0524 1.0841  -0.412
2 N -1.3400 -0.2534 0.0334  -0.471
3 C -1.6971 -1.4907 -0.6231  -0.405
4 C -1.0780 0.7946 -0.9237  -0.421
5 H -2.4753 -0.8230 1.6931  0.208
6 H -3.2638 0.2841 0.6698  0.160
7 H -2.0406 0.9275 1.6914  0.211
8 H -0.9743 -1.7537 -1.3672  0.206
9 H -1.7146 -2.2865 0.1261  0.202
10 H -2.7203 -1.4616 -1.0326  0.170
11 H -0.4594 0.3770 -1.7129  0.209
12 H -0.5613 1.6826 -0.5581  0.208
13 H -1.9904 1.1072 -1.4527  0.171
14 O 3.6595 2.2054 -0.3459  -0.953
15 H 3.3318 2.1601 0.5646  0.455
16 H 3.6723 1.2778 -0.6245  0.495
17 O 1.1271 -0.1334 1.4265  -0.984
18 H 1.4074 0.7825 1.5447  0.465
19 H 0.3520 -0.0982 0.8149  0.495
20 O 3.1446 -0.7576 -0.4415  -0.981
21 H 2.5016 -0.9830 0.2560  0.503
22 H 3.3766 -1.6099 -0.8222  0.470

Atoms 1-2, force components in eV/Å:
C -2.0 0.4 -0.2
N 1.3 0.0 0.2

Summary:
2S+1 = 1
SMILES = CN(C)C.O.O.O
Maximum force = 2.01 eV Å⁻¹
Calculated total energy = -403.751456 Eh
Net charge = 0
Kohn-Sham gap = 9.77 eV

---

No. 4
A 3-piece molecular cluster, C21H56ClN6O8P3S overall at a distorted geometry, computed with ωB97M-V/def2-TZVPD.

Each line ends with the Mulliken charge.
Geometry (Å):
1 C 3.7737 2.8783 0.5941  -1.350
2 C 3.1007 2.2001 -0.6218  0.805
3 C 3.8359 2.4958 -1.9472  -1.563
4 C 1.5962 2.5329 -0.6260  -0.928
5 C 1.2079 3.8623 -1.2533  -0.133
6 O 1.1823 4.9478 -0.2667  -0.288
7 P -0.1924 5.7250 -0.2854  0.758
8 O -0.5961 6.2380 -1.5943  -0.700
9 O -0.0518 6.9561 0.7161  -0.561
10 O -1.2262 4.6760 0.3295  -0.029
11 C -2.5123 5.2353 0.6785  -0.724
12 C -3.4342 5.3451 -0.5370  -0.812
13 C -3.4630 4.0514 -1.3619  -0.070
14 C -4.4691 3.0120 -0.8277  -0.829
15 S -3.7921 1.7098 0.2088  1.066
16 O -3.8905 2.0975 1.5814  -0.565
17 O -4.4982 0.5048 -0.1077  -0.566
18 Cl -1.8318 1.3827 -0.2393  -0.144
19 H 4.8535 2.9192 0.4672  0.501
20 H 3.3246 3.8710 0.6643  0.298
21 H 3.4936 2.2828 1.4610  0.102
22 H 3.1712 1.1214 -0.4584  0.370
23 H 3.1764 2.7663 -2.7705  0.362
24 H 4.5451 3.3078 -1.7705  0.385
25 H 4.4363 1.6430 -2.2641  0.331
26 H 1.0319 1.7340 -1.1121  0.407
27 H 1.2692 2.5452 0.4181  0.301
28 H 0.2074 3.7462 -1.6741  0.142
29 H 1.8395 4.1850 -2.0765  0.331
30 H 0.6078 6.7729 1.4004  0.325
31 H -2.9690 4.5176 1.3626  0.413
32 H -2.4245 6.1785 1.2166  0.397
33 H -4.4382 5.5552 -0.1567  0.457
34 H -3.1543 6.1732 -1.1854  0.386
35 H -2.4732 3.6201 -1.4870  -0.062
36 H -3.8176 4.3256 -2.3568  0.388
37 H -5.0133 2.5126 -1.6263  0.416
38 H -5.2142 3.5245 -0.2193  0.359
39 C 4.7243 -3.2424 4.7667  -0.823
40 N 4.7717 -2.4099 3.5853  0.131
41 C 5.1090 -3.1622 2.3775  -0.976
42 P 5.1097 -0.7122 3.5083  0.827
43 O 4.0160 -0.3556 2.5121  -0.795
44 N 4.2863 0.1681 4.8023  0.134
45 C 3.5918 -0.5077 5.8834  -1.230
46 C 3.3788 1.2119 4.3148  -0.969
47 N 6.5359 -0.7520 4.4388  0.066
48 C 7.6697 -1.4805 3.8692  -1.030
49 C 6.7235 -0.3995 5.8331  -0.900
50 H 5.7084 -3.4402 5.2221  0.239
51 H 4.2929 -4.2112 4.5120  0.405
52 H 4.0693 -2.8406 5.5307  0.175
53 H 6.1903 -3.2121 2.1931  0.279
54 H 4.6452 -2.7010 1.5028  0.227
55 H 4.7395 -4.1857 2.4330  0.391
56 H 2.7508 -1.1168 5.5220  0.342
57 H 3.1892 0.2318 6.5806  0.375
58 H 4.2428 -1.1322 6.4915  0.354
59 H 2.4395 0.7737 3.9558  0.344
60 H 3.8172 1.7919 3.5107  0.144
61 H 3.1244 1.9043 5.1222  0.374
62 H 7.5993 -2.5587 4.0529  0.298
63 H 8.6143 -1.1428 4.2947  0.359
64 H 7.7343 -1.3178 2.7926  0.317
65 H 6.3948 -1.2017 6.4984  0.273
66 H 6.2242 0.5298 6.0896  0.290
67 H 7.7825 -0.2227 6.0396  0.379
68 C -5.6126 -5.1403 -2.7187  -0.816
69 N -4.3817 -4.9933 -3.4622  0.082
70 C -3.2983 -5.8272 -2.9452  -1.002
71 P -3.8791 -3.6141 -4.3679  0.702
72 O -3.1925 -4.3093 -5.5077  -0.809
73 N -5.1720 -2.8856 -5.2995  0.134
74 C -6.5589 -3.2950 -5.1591  -1.269
75 C -4.9031 -2.8212 -6.7390  -1.018
76 N -4.0526 -2.4658 -3.1335  0.131
77 C -3.1859 -2.6166 -1.9636  -0.754
78 C -5.1168 -1.5018 -2.9315  -0.487
79 H -5.6589 -4.5387 -1.7967  0.233
80 H -5.7399 -6.1830 -2.4240  0.415
81 H -6.4877 -4.9136 -3.3193  0.162
82 H -2.7045 -5.3241 -2.1712  0.297
83 H -2.6193 -6.1085 -3.7523  0.279
84 H -3.6831 -6.7512 -2.5137  0.372
85 H -6.7148 -4.3458 -5.4414  0.348
86 H -7.1912 -2.6813 -5.8060  0.425
87 H -6.9544 -3.1372 -4.1566  0.336
88 H -5.0721 -3.7896 -7.2248  0.318
89 H -3.8844 -2.5086 -6.9450  0.363
90 H -5.5781 -2.0966 -7.2025  0.310
91 H -3.5835 -3.3453 -1.2481  0.286
92 H -3.0718 -1.6731 -1.4300  0.074
93 H -2.1853 -2.9354 -2.2609  0.339
94 H -6.0019 -1.9585 -2.4796  0.245
95 H -5.3887 -0.9917 -3.8518  0.286
96 H -4.7938 -0.7070 -2.2564  0.039

Atoms 1-2, force components in eV/Å:
C -0.8 -0.3 -0.8
C 0.2 -0.4 0.0

Summary:
2S+1 = 1
SMILES = CC(C)CCO[P@](=O)(O)OCCCCS(=O)(=O)Cl.CN(C)P(=O)(N(C)C)N(C)C.CN(C)P(=O)(N(C)C)N(C)C
Maximum force = 7.87 eV Å⁻¹
Calculated total energy = -3646.615545 Eh
Net charge = 0
Kohn-Sham gap = 7.76 eV

---

no.,LUMO level (eV)
1,0.4375
2,-3.0383
3,0.6059
4,-0.2420